The following is a quantum chemistry calculation of a structure of composition C16H31MgNP2Se, from the OMol25 dataset.

Cartesian coordinates (Å):
P (-0.7586, 2.8337, -0.3461)
P (1.6091, 1.7250, -1.9635)
C (0.3432, 4.0895, -1.1659)
C (1.0938, 3.4719, -2.3444)
H (1.0374, 4.4616, -0.4001)
H (-0.2853, 4.9264, -1.4934)
H (0.4656, 3.4366, -3.2450)
H (1.9979, 4.0457, -2.5807)
C (3.2915, 2.1292, -1.3295)
H (3.8719, 1.2014, -1.2641)
H (3.2144, 2.5765, -0.3317)
H (3.7771, 2.8296, -2.0203)
C (2.0723, 1.2337, -3.6635)
H (2.7547, 1.9724, -4.1008)
H (1.1609, 1.1577, -4.2675)
H (2.5563, 0.2513, -3.6196)
C (-1.1413, 3.7935, 1.1627)
H (-1.9251, 3.2660, 1.7183)
H (-1.4800, 4.8018, 0.8962)
H (-0.2384, 3.8490, 1.7813)
C (-2.2804, 3.2242, -1.3079)
H (-2.1877, 2.8294, -2.3262)
H (-2.4190, 4.3121, -1.3365)
H (-3.1365, 2.7487, -0.8152)
Mg (-0.6356, -3.5646, 1.6421)
C (0.3433, -2.9858, -0.3043)
C (1.1933, -2.6076, 0.6842)
C (1.3409, -1.1893, 1.1729)
C (0.4298, -0.7872, 2.3595)
C (-0.9634, -1.3394, 2.3155)
C (-1.7261, -1.4596, 1.1952)
C (-1.3337, -1.0219, -0.1748)
C (-0.5733, -2.0570, -1.0512)
C (-2.3702, -3.8042, 2.8040)
H (0.4523, -3.9696, -0.7641)
H (1.9460, -3.3168, 1.0482)
H (1.1946, -0.4798, 0.3469)
H (2.3856, -1.0598, 1.4972)
H (0.9226, -1.1213, 3.2864)
H (0.3989, 0.3119, 2.4359)
H (-1.4185, -1.5155, 3.2956)
H (-2.7594, -1.8133, 1.2729)
H (-0.7622, -0.0882, -0.1229)
H (-2.2567, -0.7664, -0.7153)
H (-1.3261, -2.6666, -1.5755)
H (-0.0283, -1.5090, -1.8440)
H (-2.8805, -4.6663, 2.3528)
H (-3.0914, -2.9868, 2.9249)
H (-1.9682, -4.1135, 3.7860)
Se (0.0490, -8.3641, 2.6167)
C (0.0306, -6.6778, 2.1155)
N (0.0128, -5.5475, 1.7628)

Summary:
Largest force on an atom: 0.063 hartree/bohr
Charge: 0
E_tot: -107951.6678 eV
HOMO-LUMO gap: 6.2 eV
Energy above the lowest of the compared OMol25 structures with the same formula, charge and spin: 50.9 kJ/mol
LUMO: -0.02655 Ha

=====

The following is a quantum chemistry calculation of an isolated molecule of C15H8FNO2, from the OMol25 dataset.

Cartesian coordinates (Å):
O (4.5537, 0.4166, -0.3831)
C (3.4588, 0.6118, 0.0789)
C (3.1337, 1.8813, 0.9041)
C (1.8709, 2.3412, 0.9572)
F (1.5706, 3.4780, 1.6559)
C (0.7035, 1.5960, 0.2221)
O (-0.2557, 2.2565, -0.0793)
C (0.9181, 0.1042, -0.0839)
C (2.2941, -0.3967, -0.1579)
C (2.5312, -1.7831, -0.4792)
C (1.4586, -2.7225, -0.7264)
C (0.0684, -2.2547, -0.6175)
C (-0.1677, -0.8632, -0.2985)
C (-1.6116, -0.3414, -0.1749)
C (-2.3266, 0.4161, -1.1932)
C (-3.6554, 0.8817, -0.9286)
N (-4.4575, 0.7094, 0.1621)
C (-3.7622, -0.0372, 1.0649)
C (-2.4268, -0.5593, 1.0136)
H (3.9166, 2.4317, 1.4666)
H (3.5729, -2.1656, -0.5627)
H (1.6700, -3.7765, -1.0016)
H (-0.7599, -2.9737, -0.8111)
H (-1.8219, 0.6653, -2.1507)
H (-4.1262, 1.4856, -1.7488)
H (-4.3381, -0.2733, 1.9989)
H (-2.0115, -1.1283, 1.8729)

Summary:
Largest force on an atom: 0.076 hartree/bohr
Charge: 0
SMILES: O=C1C=C(F)C(=O)c2c1cccc2-c1ccncc1
E_tot: -23984.8962 eV
HOMO-LUMO gap: 8.2 eV
LUMO: -0.04947 Ha

=====

> Which value of E_tot does entry 2 give?

-23984.8962 eV